[1]
Below is C20H25B11Br6F4N3O4V as an isolated structure, with properties calculated with wB97M-V/def2-TZVPD.

Values from the calculation:
highest occupied orbital energy (alpha / beta): -13.76 / -13.76 eV
Kohn-Sham gap (alpha / beta): 5.3679 / 3.1415 eV

```
! wB97M-V def2-TZVPD RIJCOSX def2/J DEFGRID3
* xyz 2 3
B 1.7949 1.0047 -4.0304
C 5.1795 1.0485 3.5683
H 1.0045 -2.8123 2.2051
C -2.5661 2.6315 0.1294
H -2.2109 1.0361 3.4014
H -3.2440 -0.2542 1.5028
O 6.2772 -1.8198 5.3186
N -1.4726 -1.3905 1.6174
B 0.5841 -0.9033 -5.8178
Br 3.2638 2.1479 -3.5117
H 4.0433 2.4805 2.4436
O 1.5795 2.1833 1.5677
H -3.7308 -1.9978 3.3019
C -1.1558 -0.8352 2.9636
B 1.2663 0.7351 -5.6946
H -3.1780 6.0472 0.1975
B -0.8652 -0.9738 -4.7972
C -3.0680 3.9404 -0.2509
F -2.9586 1.6390 -0.6120
Br 0.2509 1.8408 -1.2822
H -4.8748 -1.9872 1.9781
B 2.0131 -0.6095 -4.7994
B 1.4369 -0.4926 -3.1377
H -1.4252 -3.3312 2.4201
F -3.8017 3.9557 -1.3187
Br 3.7508 -1.3026 -5.2166
H 4.2647 -2.1743 4.1481
H -0.1463 -1.1442 3.2247
H 1.7248 1.2600 -6.6412
H 6.0021 1.7074 3.8036
C -3.8360 -2.1928 2.2355
F -1.6780 5.8494 2.3694
F -0.7268 3.5555 3.0165
V -0.3898 -0.0328 0.4266
Br 0.8573 -3.5697 -3.9237
B 0.2473 1.6849 -4.5940
H -2.1565 1.0623 -3.8431
H 2.3408 -1.4505 2.7326
C -2.0136 4.8747 1.5911
C -0.4127 0.4645 -5.5748
B 0.6762 -1.6720 -4.2308
O 7.2535 0.0789 4.9938
C 3.1234 -0.7526 2.9835
B -0.3254 -0.6896 -3.1709
H -3.6654 -3.2511 2.0533
H 0.5861 -1.4667 -6.8494
H -1.8356 -1.2559 3.7030
C -1.0606 -2.8403 1.5161
H 0.5513 -4.1694 1.1998
B 0.3415 0.9052 -3.0461
C 3.0737 0.5621 2.5270
C 4.0970 1.4665 2.8142
C 5.1905 -0.2547 4.0275
C -2.9654 -1.2991 1.3680
C 0.4181 -3.0958 1.3346
Br 2.4230 -1.0438 -1.5540
H -0.4512 1.1379 3.5065
C -1.4857 3.5763 1.9608
C 1.9334 1.0696 1.7597
H -1.6220 -3.2530 0.6781
N -1.2258 1.1713 1.5385
H -1.8108 -1.5952 -5.1210
H -3.1192 -1.5442 0.3184
Br -1.1886 -1.4935 -1.5511
H 0.8388 -2.6196 0.4471
O 1.1367 -0.0047 1.1760
C -1.2780 0.7004 2.9436
B -1.0756 0.6296 -4.0371
H 0.0452 2.8256 -4.8046
C -2.8007 5.0721 0.4748
N 6.3426 -0.7027 4.8588
C 4.1898 -1.1700 3.7587
H -1.0213 0.7802 -6.4089
C -1.7380 2.4266 1.2288
*
```

These are the Löwdin partial charges, in e, on atoms 1 to 2: -0.9030, 0.0474


[2]
Below is a 6-piece molecular cluster, C3H16O6 overall in a non-equilibrium geometry, with properties calculated with wB97M-V/def2-TZVPD.

Values from the calculation:
highest occupied orbital energy: -10.16 eV
Kohn-Sham gap: 10.5163 eV
energy above the lowest of the compared OMol25 structures with the same formula, charge and spin: 154.9 kJ/mol
SMILES string: C=CCO.O.O.O.O.O

```
! wB97M-V def2-TZVPD RIJCOSX def2/J DEFGRID3
* xyz 0 1
H -0.2738 -4.1603 0.0700
H 0.6545 2.5279 -2.0708
O 0.7195 2.8207 1.0232
H 1.5391 2.3137 0.9682
H -0.1699 2.2736 2.6389
O 1.0296 3.2603 -1.5616
H -2.0572 -0.7456 -0.4254
H 0.6488 3.3182 0.1837
H -0.6012 -1.4270 1.5902
H -0.4693 -2.6870 -1.6593
H 2.4092 0.6092 1.2062
C -0.5031 -3.1294 0.3783
O -0.4178 0.6284 -3.0749
O -1.2662 -1.0862 -0.8354
H -2.2087 -2.9432 -0.8780
O -0.0062 1.3432 2.8794
C -0.1467 -2.4070 1.4263
C -1.1817 -2.4731 -0.8464
H -0.7688 1.0383 3.4042
H -0.8697 0.2361 -2.3006
H 1.5035 -0.4180 0.4794
H 0.4203 -2.8042 2.2496
H 0.3175 3.9244 -1.5873
H -0.5942 -0.1419 -3.6447
O 2.2928 0.1287 0.3867
*
```

These are the natural (NBO) partial charges, in e, on atoms 1 to 2: 0.2055, 0.5026


[3]
Below is C45H60BN6O5PS5Tl as an isolated structure in a non-equilibrium geometry, with properties calculated with wB97M-V/def2-TZVPD.

Values from the calculation:
highest occupied orbital energy (alpha / beta): -7.14 / -7.48 eV
Kohn-Sham gap (alpha / beta): 6.2182 / 4.9908 eV
energy above the lowest of the compared OMol25 structures with the same formula, charge and spin: 210.0 kJ/mol

```
! wB97M-V def2-TZVPD RIJCOSX def2/J DEFGRID3
* xyz 0 2
H -0.1917 3.0967 -4.2401
H -3.2107 1.2327 -0.5475
H -1.9666 -0.2677 -4.8225
C -5.3531 -1.6892 -0.6659
H 7.0420 -1.5441 -5.3440
H -5.9887 -2.4615 4.7257
C -5.4588 -1.9569 -3.0337
H 7.3883 0.6203 -4.2949
B 2.9224 0.9336 -0.5624
N 4.5385 -0.1970 -1.9213
H -6.7481 -2.7876 3.1649
C -5.9679 -2.2356 -1.7775
C 2.8144 0.2961 -5.1974
S -1.9328 -2.1919 1.2751
N 2.9464 1.1526 0.9101
C 5.9054 3.0641 -0.1649
C 1.9850 1.5816 -5.1573
C 3.8090 2.0627 2.8877
O -0.2556 -0.0018 -1.7251
S 1.5438 -1.7078 0.1004
H 0.2390 2.3716 -6.2053
C 6.2775 -0.9999 -3.4063
C 2.8166 1.2170 2.2555
H 4.9130 -3.3531 -2.9264
C 3.7284 2.2222 4.3583
H 4.8077 2.6062 -1.9822
H 0.1314 0.6664 -5.7620
H 5.3053 -1.7872 -5.1857
C 4.7593 2.7004 2.1408
H 3.6002 0.3414 -4.4505
H -5.9186 -2.3902 -3.9104
C 0.8004 1.4455 -6.1151
N 2.2490 1.3607 -2.7869
H -3.1576 3.3741 -6.6895
C 6.5841 4.2741 0.4785
C -3.7544 -0.5429 -2.0719
H 6.3489 1.1066 -2.9528
H 2.1857 -0.5617 -4.9743
H 2.2845 3.7030 -5.5512
H 5.4672 3.3500 2.6279
C -4.3677 -1.1230 -3.1819
C -0.7895 4.1217 -1.7525
H 3.7078 1.2372 4.8206
H 3.2249 2.6342 -6.5909
H -0.8235 0.8035 4.8504
C -4.5995 -2.9474 3.1566
H -3.8101 -0.4677 0.0917
H -0.3540 4.9512 -1.1950
H 7.5833 -0.7121 -1.6949
O -2.1138 -1.4122 4.0026
H 5.6450 0.7486 -4.5212
H 3.7108 2.8818 -4.9108
C -2.5423 1.4899 -5.8831
C 1.1122 2.6196 -1.1495
Tl -0.5369 0.4396 0.7773
H -2.2959 1.0679 -6.8472
N 3.4644 -0.3514 -1.1340
C -4.2609 -0.8559 -0.8109
H -3.7335 4.3094 -4.4744
C 3.4211 -2.7033 -1.5669
H 8.3944 -1.3387 -3.1316
H 6.4420 -2.9192 -4.4419
O -4.3793 -1.5729 2.8514
H -4.0047 -0.9121 -4.1739
C -2.3131 -0.6967 5.2172
H -2.5806 -1.4401 5.9771
O -2.4224 1.2540 -1.1072
C 2.8578 2.7782 -5.5776
C -2.3725 0.7282 -4.7413
H 7.6915 2.2302 -1.0662
C 4.8325 2.5168 0.7348
H 5.8507 5.0436 0.7121
C -1.0393 0.0410 5.5959
C 5.0328 -1.2126 -2.5622
H 6.0601 3.8409 -2.1705
S -3.1510 0.9272 2.4013
C -1.1818 -0.4633 -2.3961
C -2.7052 1.2369 -3.4884
C -2.5993 0.4072 -2.2247
C 7.4840 -1.3904 -2.5392
H -3.7999 -3.3078 3.8124
C -3.2067 2.5333 -3.4132
C -3.0294 2.7815 -5.7963
N 3.9296 1.7339 0.2304
S 1.0038 3.1582 0.4350
N 2.0314 1.6865 -1.5111
H 2.7239 -4.2110 -0.2430
C 6.4231 0.4659 -3.8200
H 3.4012 -4.8275 -1.7709
H -5.7212 -1.9039 0.3268
C 0.2658 3.1635 -2.1666
S 1.6204 0.4654 3.1162
H 2.7825 2.6982 4.6175
P -2.8712 -1.0434 2.6221
C 2.8532 -1.5523 -0.9162
H -1.1601 0.5141 6.5679
C 0.4570 2.7522 -3.4522
H 4.5589 2.8069 4.7421
H 4.5380 4.2384 -1.3660
H -6.8295 -2.8754 -1.6619
H 7.3193 4.6913 -0.2041
H -6.0946 -4.1288 4.1204
C 2.8141 -4.0353 -1.3136
H -3.1431 0.0092 5.0982
H -0.2016 -0.6532 5.6297
C -5.9497 -3.0897 3.8372
H 7.3785 -2.4018 -2.1542
O -1.2330 -1.3711 -3.1920
H 7.1055 3.9930 1.3913
H 7.4003 1.6717 0.5797
C 1.5302 1.8665 -3.7396
C -3.3477 3.3029 -4.5541
H -4.5614 -3.5236 2.2278
C 6.2564 -1.8729 -4.6678
H -1.3436 4.4938 -2.6083
H 1.8030 -4.0565 -1.7191
H -3.4972 2.9375 -2.4560
H 3.2555 0.1595 -6.1827
C 4.4809 -2.5163 -2.3999
C 5.2852 3.4610 -1.5093
H -1.4710 3.6095 -1.0736
C 6.9200 1.9274 -0.3622
H 1.1588 1.1750 -7.1061
H 6.4099 1.0467 -0.7467
*
```

These are the Löwdin partial charges, in e, on atoms 1 to 2: 0.1227, 0.0620


[4]
Below is C3H5CrLiO3 as an isolated structure in a non-equilibrium geometry, with properties calculated with wB97M-V/def2-TZVPD.

Values from the calculation:
highest occupied orbital energy (alpha / beta): -12.15 / -10.73 eV
Kohn-Sham gap (alpha / beta): 7.4945 / 5.8737 eV
energy above the lowest of the compared OMol25 structures with the same formula, charge and spin: 8.7 kJ/mol

```
! wB97M-V def2-TZVPD RIJCOSX def2/J DEFGRID3
* xyz 1 4
O 0.4095 0.7351 0.9868
O 0.2519 -1.2071 -0.4917
C -0.4993 0.2403 1.8587
Cr -0.2932 -2.9376 -1.2742
C 0.3120 -0.0304 -1.2645
H -1.5719 0.2048 1.5904
C -0.0909 1.0861 -0.3163
H -0.4214 -0.0617 -2.0906
H 0.2745 2.0850 -0.5790
Li 1.6137 -1.1756 0.8220
H -1.1904 1.0966 -0.3446
H 1.2546 0.2419 -1.7690
O -0.0492 -0.2775 2.8720
*
```

These are the natural (NBO) partial charges, in e, on atoms 1 to 2: -0.5401, -1.0720


[5]
Below is one molecule with the formula C5H10O2 in a non-equilibrium geometry, with properties calculated with wB97M-V/def2-TZVPD.

Values from the calculation:
highest occupied orbital energy (alpha / beta): -7.78 / -7.72 eV
Kohn-Sham gap (alpha / beta): 8.0398 / 8.2449 eV
energy above the lowest of the compared OMol25 structures with the same formula, charge and spin: 681.6 kJ/mol

```
! wB97M-V def2-TZVPD RIJCOSX def2/J DEFGRID3
* xyz 0 1
H -2.3548 0.5303 1.3796
H 0.5864 -1.3158 -0.8281
O 2.8593 -0.0628 -0.9795
H 2.4584 -0.9598 0.7824
H -2.6260 0.7055 -0.3744
O 0.1097 0.7268 -0.8592
H -1.6107 -1.3894 -0.9186
H 0.0939 -0.0197 0.8912
C -1.5970 -1.0560 0.1142
C 2.0614 -0.1416 0.1746
H -1.7853 -1.8245 0.8590
H 2.4836 0.6408 -1.5271
H 2.1025 0.7888 0.7630
C -0.6503 1.1947 0.2015
C -1.9301 0.3295 0.3927
C 0.5988 -0.4252 -0.1931
H -0.7998 2.2784 0.1217
*
```

These are the natural (NBO) partial charges, in e, on atoms 1 to 2: 0.2202, 0.2148


[6]
Below is a 2-piece molecular cluster, C4H9NO3S overall in a non-equilibrium geometry, with properties calculated with wB97M-V/def2-TZVPD.

Values from the calculation:
highest occupied orbital energy (alpha / beta): -4.47 / -4.47 eV
Kohn-Sham gap (alpha / beta): 7.3446 / 5.1411 eV
energy above the lowest of the compared OMol25 structures with the same formula, charge and spin: 0.0 kJ/mol

```
! wB97M-V def2-TZVPD RIJCOSX def2/J DEFGRID3
* xyz -1 2
H 1.1671 2.8419 -0.0733
H -0.4987 0.8814 -0.4644
H 1.6471 0.1490 0.6214
H 0.5137 0.5241 2.0040
S -2.3047 1.3239 1.7377
C -1.7510 -0.2166 0.9629
H -1.5299 -0.8319 1.8419
C -0.4730 -0.0519 0.1092
H -2.5535 -0.6805 0.4178
O 0.3735 -2.4605 -2.4588
C 0.6969 -1.6499 -1.5592
H -1.2945 -1.3797 -1.3001
C 0.7003 -0.0727 1.1074
O 1.7340 2.9277 -0.8497
O 1.8221 -1.2485 -1.1846
N -0.4545 -1.1983 -0.7718
H 0.8493 -1.1279 1.3061
H 1.3557 2.2705 -1.4466
*
```

These are the natural (NBO) partial charges, in e, on atoms 1 to 2: 0.4679, 0.1446


[7]
Below is C5H13NO2 as an isolated structure in a non-equilibrium geometry, with properties calculated with wB97M-V/def2-TZVPD.

Values from the calculation:
highest occupied orbital energy: -7.14 eV
Kohn-Sham gap: 7.8261 eV
energy above the lowest of the compared OMol25 structures with the same formula, charge and spin: 530.1 kJ/mol

```
! wB97M-V def2-TZVPD RIJCOSX def2/J DEFGRID3
* xyz 0 1
H 2.3871 0.0401 -0.4797
H 1.9569 1.4313 0.5316
C -0.1052 -0.2970 1.1744
O 0.9232 -1.1102 1.4927
H 2.1773 1.6325 -1.2075
H 0.5790 -0.8711 -2.1565
H 1.5050 -0.6730 2.1242
H -1.9081 -0.1382 0.0339
C 0.3189 0.6607 -0.6602
H -1.6006 -2.3972 2.2335
H -2.6581 -0.9831 2.3012
H -0.9708 -0.0107 -2.2737
C 0.0908 0.0986 -2.0505
H 0.4913 0.7793 -2.8169
H -0.3472 2.4440 -1.1708
C 1.7914 0.9530 -0.4345
H -0.9106 -1.7073 -0.2246
N -1.8478 -1.4630 1.9191
H -0.2809 0.5966 1.7636
O -0.4702 1.8239 -0.4375
C -1.1215 -0.8093 0.3381
*
```

These are the natural (NBO) partial charges, in e, on atoms 1 to 2: 0.2164, 0.2027


[8]
Below is C25H55CoNO2Si2 as an isolated structure in a non-equilibrium geometry, with properties calculated with wB97M-V/def2-TZVPD.

Values from the calculation:
highest occupied orbital energy (alpha / beta): -9.61 / -10.87 eV
Kohn-Sham gap (alpha / beta): 7.6883 / 8.1024 eV
energy above the lowest of the compared OMol25 structures with the same formula, charge and spin: 0.0 kJ/mol

```
! wB97M-V def2-TZVPD RIJCOSX def2/J DEFGRID3
* xyz 1 5
H 0.7925 2.3394 -4.8923
C 1.5413 -2.4849 3.2449
C -0.1922 -1.0259 4.1952
H -3.8654 2.7076 0.7189
H 2.4705 -0.8952 5.0572
H -0.7236 1.6270 1.9326
C 2.5174 -2.4806 2.1134
C 2.3268 2.6787 0.1192
H 1.3080 -4.6285 0.8281
Si -0.3091 -3.1802 -0.4291
H 3.4841 -4.2961 2.7263
C 2.4214 -1.4757 1.1411
H 0.3969 1.3153 3.2351
C -2.9098 0.1648 -4.8894
H 1.9942 -2.8668 4.1757
H -4.8179 1.2320 0.9403
H -2.1497 0.2003 -5.6807
H -1.8685 3.4542 -0.1550
C 2.5672 3.2388 3.1454
H -0.3529 4.7189 2.2935
C -2.7327 3.3916 -2.1470
H -3.7040 -0.5130 -5.2226
C -2.3349 -0.3647 -3.5998
H -0.4752 0.0155 4.3643
H -2.4471 4.4049 -2.4552
H 3.4014 2.8308 0.2996
H -3.1111 -0.5475 -2.8477
C 0.7410 -3.4428 -1.9647
H -0.1821 -5.4886 0.4139
O -1.9063 1.4801 -0.7890
H -0.8895 1.9531 -5.2958
H -1.6071 0.9467 -1.8700
Si 1.3784 2.9918 1.7051
C -0.1950 2.1372 -4.4656
H -3.2194 -0.0799 -0.4756
H 1.9993 3.4442 4.0668
H 2.1863 1.6497 -0.2465
H -0.1874 -4.3447 1.7669
H 2.9716 -0.8374 -0.8389
H -2.4403 -3.2141 -1.8041
H -0.9741 -1.5171 3.5993
C 2.1729 -0.3515 4.1429
H 3.1798 2.3391 3.3080
H 0.6237 -2.6320 -2.6956
H -0.7030 3.0169 -1.4343
C 3.1566 -1.5513 -0.0372
H 1.1164 5.4652 1.6394
H -0.1554 -0.8001 -0.8110
C 4.2429 -3.5544 0.8155
H 3.2380 4.0894 2.9490
H 1.8072 -3.5187 -1.7143
H -1.7519 -1.2862 -3.7277
O -1.4458 0.6453 -2.9916
H 0.6542 -3.1049 3.0454
H -0.0579 4.7284 0.5408
Co 0.8820 -0.3432 1.4481
C -3.8039 1.6111 0.7710
C 3.4277 -3.5271 1.9503
H -2.2012 -4.7315 -0.9504
H -3.3524 1.1637 -4.7487
C -1.7508 2.9222 -1.1058
C -0.3325 -1.3603 0.1272
H 2.0145 3.3675 -0.6796
H 0.4574 -4.3819 -2.4666
C -2.0894 -3.6429 -0.8574
C 0.4252 4.6139 1.5227
H 4.9800 -4.3494 0.7043
H -1.3589 -1.1297 0.4698
C 0.2177 -4.5219 0.7638
C 0.3495 1.4561 2.1370
N 1.0847 -1.0784 3.4497
H -2.7854 -3.3211 -0.0720
H -3.7615 3.4297 -1.7584
H -0.5112 3.0350 -3.9139
H -0.0985 -1.5181 5.1758
C -0.1029 0.9359 -3.5657
H -3.9214 1.2920 -1.3678
H 3.0338 -0.2658 3.4633
H 0.5442 1.1107 -2.6976
H -2.7110 2.7489 -3.0392
C -3.2900 1.0156 -0.5128
C 4.0994 -2.5886 -0.1815
H 4.7053 -2.6397 -1.0882
H 1.8229 0.6448 4.4355
H 0.2339 0.0290 -4.0820
H -3.1882 1.2993 1.6255
*
```

These are the Löwdin partial charges, in e, on atoms 1 to 2: 0.0984, -0.1491